1.
10
Properties=species:S:1:pos:R:3:forces:R:3:nbo_charge:R:1 method="wB97M-V/def2-TZVPD" e_homo_ev=-9.68 total_energy_ha=-193.1423 lumo_ha=0.036 relative_energy_kcal_mol=0.6
C -1.226 -0.087 0.403 -0.1 0.1 0.0 -0.7202
C 0.005 0.617 -0.126 0.0 0.2 -0.1 0.5939
O -0.006 1.794 -0.415 0.0 -0.4 0.1 -0.5405
C 1.260 -0.217 -0.313 0.1 0.0 0.0 -0.7262
H -2.022 0.641 0.568 0.1 -0.1 0.0 0.2360
H -1.561 -0.839 -0.324 0.1 0.1 0.1 0.2325
H -1.001 -0.618 1.335 0.0 0.1 -0.1 0.2268
H 1.412 -0.388 -1.385 -0.1 0.0 0.1 0.2419
H 2.122 0.346 0.053 -0.1 -0.1 -0.1 0.2419
H 1.209 -1.188 0.189 0.0 0.2 -0.1 0.2139

---

2.
11
Properties=species:S:1:pos:R:3:forces:R:3:nbo_charge:R:1 method="wB97M-V/def2-TZVPD" e_homo_ev=-10.37 total_energy_ha=-268.3196 lumo_ha=0.039 relative_energy_kcal_mol=53.7
O -1.421 1.156 -1.076 -0.5 -0.1 0.1 -0.7157
C -0.924 0.598 0.142 -0.1 0.0 0.0 -0.0996
C 0.365 -0.104 -0.220 -0.1 0.3 -0.2 0.0147
C 1.372 -0.728 0.651 0.1 0.2 0.1 -0.1098
O 0.463 -1.517 -0.102 -0.2 -0.1 -0.2 -0.4903
H -1.682 0.428 -1.658 0.0 0.2 0.2 0.4658
H -0.748 1.453 0.803 0.0 -0.2 -0.1 0.1904
H -1.656 -0.076 0.604 0.2 0.1 0.0 0.1833
H 0.572 0.346 -1.205 1.0 -0.6 0.4 0.1940
H 1.246 -0.777 1.736 -0.1 0.1 -0.3 0.1825
H 2.413 -0.779 0.324 -0.2 0.1 0.0 0.1847

---

3.
11
Properties=species:S:1:pos:R:3:forces:R:3:nbo_charge:R:1 method="wB97M-V/def2-TZVPD" e_homo_ev=-9.75 total_energy_ha=-268.3264 lumo_ha=0.029 relative_energy_kcal_mol=49.5
O 0.724 -2.115 -2.137 0.0 0.3 0.1 -0.4929
C 1.474 -2.045 -3.070 -0.2 -0.8 0.1 0.2769
H 2.506 -2.427 -2.989 0.1 0.2 -0.1 0.1067
H 1.131 -1.722 -4.062 0.1 0.3 -0.1 0.1095
O -0.770 2.532 1.356 -0.6 -0.3 -0.7 -0.5177
C -0.327 1.430 1.569 0.6 1.1 2.0 0.4315
C -1.114 0.315 2.219 -0.3 0.5 -0.9 -0.7234
H 0.772 1.409 1.671 0.2 -0.8 -0.7 0.1039
H -1.997 0.815 2.610 -0.1 -0.3 0.3 0.2372
H -1.449 -0.436 1.506 0.1 -0.1 -0.1 0.2415
H -0.504 -0.158 2.981 0.0 0.0 0.1 0.2268

---

4.
11
Properties=species:S:1:pos:R:3:forces:R:3:nbo_charge:R:1 method="wB97M-V/def2-TZVPD" e_homo_ev=-8.49 total_energy_ha=-268.2387 lumo_ha=0.017 relative_energy_kcal_mol=104.5
C 1.797 -1.079 0.212 -1.3 -4.4 -0.9 -0.3908
C 0.513 -0.778 0.367 -0.8 1.0 -0.5 -0.3622
C 0.101 0.485 0.989 -0.2 -0.2 0.5 0.2741
O 0.241 1.595 0.344 -0.5 0.4 1.4 -0.6134
O -2.443 0.654 -1.086 1.3 -1.2 -1.4 -0.9244
H 2.269 -2.110 0.035 -1.3 1.6 -0.1 0.2131
H 2.463 -0.413 0.535 2.7 2.8 1.1 0.1806
H -0.394 -1.361 0.182 0.6 -0.6 0.0 0.2285
H -3.063 1.203 -0.683 -1.8 1.6 0.9 0.4668
H 0.538 1.559 -0.554 0.7 -0.5 -1.6 0.4708
H -2.022 0.245 -0.341 0.4 -0.4 0.5 0.4569

---

5.
11
Properties=species:S:1:pos:R:3:forces:R:3:nbo_charge:R:1 method="wB97M-V/def2-TZVPD" e_homo_ev=-8.59 total_energy_ha=-268.2919 lumo_ha=0.030 relative_energy_kcal_mol=71.1
C -1.180 0.980 -0.033 -0.1 0.1 -0.1 -0.6589
C -0.220 -0.150 -0.048 0.2 0.5 -0.3 0.3223
O -0.710 -1.391 0.048 0.0 -0.3 0.1 -0.6672
C 1.118 -0.067 -0.166 -1.2 1.1 -1.7 -0.1909
O 1.778 -1.325 -0.037 0.4 1.6 2.2 -0.7216
H -1.857 0.908 0.825 0.1 0.0 -0.1 0.2316
H -0.641 1.930 0.011 -0.1 -0.1 0.0 0.2257
H -1.788 0.953 -0.941 0.0 0.1 0.1 0.2304
H 1.672 -0.692 0.878 1.4 -3.0 -0.5 0.5160
H 0.123 -1.924 -0.058 -0.7 -0.1 0.2 0.5043
H 1.705 0.777 -0.479 0.0 0.3 0.1 0.2082

---

6.
11
Properties=species:S:1:pos:R:3:forces:R:3:nbo_charge:R:1 method="wB97M-V/def2-TZVPD" e_homo_ev=-10.62 total_energy_ha=-268.3661 lumo_ha=0.034 relative_energy_kcal_mol=24.5
C 1.949 -0.107 0.022 0.7 0.3 -0.2 -0.2765
C -0.531 0.193 -0.050 2.9 -2.8 1.1 0.7928
C -1.751 -0.608 0.012 -2.5 -1.4 -0.2 -0.7373
H 2.134 0.257 1.072 0.0 -0.3 -1.2 0.1896
H 2.731 -0.906 -0.267 -1.6 1.0 0.6 0.2000
H 2.124 0.745 -0.724 -0.7 -1.1 1.1 0.1963
H -2.544 0.096 -0.407 0.7 -1.2 0.5 0.2428
H -1.661 -1.581 -0.644 -0.3 1.9 1.6 0.2508
H -2.061 -0.836 1.136 0.9 0.3 -2.4 0.2595
O 0.611 -0.690 -0.012 -0.4 1.4 -0.7 -0.5629
O -0.451 1.361 0.004 0.4 1.9 -0.3 -0.5550

---

7.
11
Properties=species:S:1:pos:R:3:forces:R:3:nbo_charge:R:1 method="wB97M-V/def2-TZVPD" e_homo_ev=-9.65 total_energy_ha=-268.3413 lumo_ha=0.033 relative_energy_kcal_mol=40.1
C -1.361 0.678 0.127 -0.2 0.3 -0.1 -0.2599
O -0.711 -0.407 0.754 0.0 0.0 0.0 -0.5240
C 0.377 -0.927 0.037 0.2 -0.2 -0.1 -0.1687
C 1.553 0.027 -0.080 0.3 -0.1 0.0 0.4126
O 2.703 -0.339 -0.055 -0.5 0.2 0.0 -0.5049
H -0.986 1.642 0.496 -0.1 -0.2 -0.1 0.1740
H -1.239 0.654 -0.966 0.0 -0.1 0.2 0.1671
H -2.426 0.606 0.357 0.1 0.0 0.0 0.1958
H 0.078 -1.203 -0.992 0.1 0.0 0.2 0.1838
H 0.714 -1.831 0.551 0.0 0.1 -0.1 0.2182
H 1.298 1.101 -0.227 0.1 -0.2 0.1 0.1061

---

8.
11
Properties=species:S:1:pos:R:3:forces:R:3:nbo_charge:R:1 method="wB97M-V/def2-TZVPD" e_homo_ev=-10.71 total_energy_ha=-268.3687 lumo_ha=0.035 relative_energy_kcal_mol=22.9
C 1.650 0.637 -0.300 2.5 0.4 0.7 -0.6453
C 0.961 -0.463 0.491 0.7 0.7 1.5 -0.0995
C -1.277 -0.192 -0.198 -2.8 -2.1 -1.7 0.6675
H 2.631 1.024 0.181 -1.5 -1.0 -0.4 0.2176
H 1.964 0.254 -1.256 0.0 0.0 -0.6 0.2122
H 1.090 1.559 -0.422 -0.6 -0.3 0.0 0.2322
H 1.578 -1.359 0.822 -0.6 1.1 -1.0 0.2042
H 0.647 0.015 1.442 -0.3 -0.5 -0.4 0.1917
H -2.051 -0.900 -0.735 0.9 1.5 0.8 0.0944
O -0.174 -0.946 -0.239 0.5 0.6 0.9 -0.5017
O -1.559 0.885 0.240 1.2 -0.4 0.2 -0.5733

---

9.
11
Properties=species:S:1:pos:R:3:forces:R:3:nbo_charge:R:1 method="wB97M-V/def2-TZVPD" e_homo_ev=-9.40 total_energy_ha=-268.3242 lumo_ha=0.028 relative_energy_kcal_mol=50.8
C -0.590 -0.057 -0.527 0.6 2.0 0.0 0.0401
C -0.022 0.982 0.429 0.6 -1.4 1.3 -0.4994
C 0.898 0.109 -0.395 -0.2 -0.6 -0.2 0.0887
H -1.858 -0.986 0.562 1.0 -0.5 -0.6 0.4833
H -1.137 0.436 -1.322 -0.1 -0.6 -0.5 0.1763
H -0.137 2.029 0.252 0.1 0.4 -0.4 0.2226
H -0.019 0.712 1.482 -0.2 0.0 0.0 0.2150
H 1.481 0.619 -1.130 0.1 0.0 -0.6 0.1904
H 0.858 -1.588 0.548 1.9 1.3 -1.2 0.4861
O -1.066 -1.228 0.017 -1.6 -0.2 0.8 -0.7066
O 1.592 -1.028 0.082 -2.2 -0.4 1.5 -0.6965

---

10.
11
Properties=species:S:1:pos:R:3:forces:R:3:nbo_charge:R:1 method="wB97M-V/def2-TZVPD" e_homo_ev=-9.99 total_energy_ha=-268.2379 lumo_ha=-0.002 relative_energy_kcal_mol=105.0
C -0.597 0.036 -0.200 0.6 -0.2 -1.0 0.0094
C 0.736 -0.657 -0.278 1.9 -1.9 0.8 -0.0769
C -0.165 0.454 1.193 -0.4 1.9 0.0 -0.0868
H -0.188 0.581 -2.291 -2.5 2.5 4.9 0.4357
H -1.365 -0.711 -0.217 -1.1 0.1 -0.4 0.1646
H 0.687 -1.824 -0.113 0.0 2.2 -0.2 0.1788
H 1.395 -0.501 -1.195 -0.7 0.2 1.2 0.1861
H -0.653 -0.111 2.030 0.3 0.7 -0.7 0.1893
H -0.311 1.607 1.227 0.6 -1.8 0.7 0.2006
O -0.747 1.121 -1.148 2.3 -3.3 -3.9 -0.6662
O 1.207 0.004 0.992 -1.0 -0.4 -1.5 -0.5346

---

11.
11
Properties=species:S:1:pos:R:3:forces:R:3:nbo_charge:R:1 method="wB97M-V/def2-TZVPD" e_homo_ev=-8.87 total_energy_ha=-268.2698 lumo_ha=0.020 relative_energy_kcal_mol=85.0
O 0.566 -1.488 -1.306 0.2 0.4 -0.2 -0.6786
C 0.751 -0.856 -0.115 -1.8 2.0 0.2 -0.0305
C -0.067 0.919 0.004 -0.8 -0.3 -0.2 -0.5704
C -1.192 0.552 0.847 -0.2 0.0 0.1 0.3769
O -1.237 0.723 2.051 -0.1 0.0 -0.3 -0.5676
H 1.259 -1.272 -1.938 0.0 0.1 0.1 0.4839
H 1.349 0.017 0.057 2.6 -1.4 0.1 0.2378
H 0.262 -1.417 0.672 0.4 0.3 0.3 0.1980
H -0.259 1.112 -1.047 -0.3 0.0 0.0 0.2205
H 0.541 1.730 0.465 0.1 -1.0 -0.3 0.2237
H -1.973 -0.020 0.309 -0.2 0.0 0.2 0.1063

---

12.
11
Properties=species:S:1:pos:R:3:forces:R:3:nbo_charge:R:1 method="wB97M-V/def2-TZVPD" e_homo_ev=-8.77 total_energy_ha=-268.2698 lumo_ha=0.015 relative_energy_kcal_mol=85.0
O 1.282 -1.202 0.081 0.0 -0.1 -0.3 -0.7670
C 0.199 -0.308 0.958 -0.1 0.1 0.0 -0.0870
C 0.062 0.798 0.031 -0.2 0.2 0.1 -0.6764
C -1.057 0.784 -0.889 0.1 0.1 -0.1 0.3929
O -1.433 1.693 -1.604 0.1 -0.3 0.2 -0.5790
H 0.799 -1.925 -0.364 0.2 0.1 0.1 0.4986
H 0.751 -0.137 1.879 -0.1 0.0 -0.1 0.2229
H -0.637 -0.999 1.093 0.1 0.1 -0.1 0.2003
H 1.110 -0.247 -0.534 0.1 -0.3 0.1 0.4839
H 0.495 1.760 0.292 0.0 -0.1 -0.1 0.2429
H -1.571 -0.216 -0.943 0.0 0.2 0.0 0.0680